# C56H61F3N10NiO3

A structure of composition C56H61F3N10NiO3 in a non-equilibrium geometry (ωB97M-V/def2-TZVPD, the Open Molecules 2025 dataset).

Computed properties:
- F_max (eV/Å) = 2.244
- expectation value of S² = 2.0043
- multiplicity = 3
- orbital gap (alpha / beta) (eV) = 7.96 / 7.88

Each line ends with the Mulliken charge.
Element x y z (Å)
1 C -19.876 -12.795 -3.632  0.15
2 H -15.425 -18.083 -4.049  -0.44
3 C -11.841 -15.583 -3.116  -1.24
4 O -14.902 -13.779 -7.259  0.19
5 H -20.459 -15.287 -6.662  0.95
6 N -19.341 -19.796 -4.659  -0.40
7 H -14.406 -18.564 -9.886  0.39
8 C -21.577 -16.223 -9.738  -0.69
9 C -18.071 -12.510 -5.784  -1.08
10 C -14.201 -11.266 -3.127  -0.31
11 C -22.119 -15.579 -1.825  -0.03
12 C -15.696 -20.780 -1.366  -0.60
13 C -12.821 -14.690 -3.484  -0.45
14 H -22.260 -9.971 -4.576  0.45
15 H -13.227 -19.987 -8.150  0.43
16 C -21.820 -12.064 -4.812  -0.61
17 C -20.501 -10.582 -3.494  -0.60
18 N -13.672 -14.870 -4.503  0.81
19 H -19.167 -13.545 -3.319  0.98
20 N -15.091 -12.251 -3.270  0.90
21 C -16.155 -15.301 -1.092  0.02
22 N -15.671 -16.920 0.612  -0.69
23 H -20.913 -18.867 -7.536  0.60
24 C -20.459 -17.428 -0.734  -0.87
25 Ni -15.229 -13.416 -4.965  1.34
26 C -14.478 -17.128 0.057  -0.57
27 H -16.830 -15.582 -9.293  0.51
28 C -16.583 -15.108 -8.339  0.12
29 H -21.880 -17.911 -3.439  0.45
30 C -19.637 -19.710 -5.948  -0.63
31 H -13.788 -17.852 0.471  0.39
32 C -20.721 -19.012 -6.485  -0.66
33 H -21.356 -16.789 -10.632  0.45
34 C -21.272 -18.423 -4.169  -0.55
35 H -14.902 -10.059 -0.048  0.41
36 C -18.869 -10.341 -6.320  -0.51
37 H -16.805 -11.590 -0.402  0.54
38 H -14.552 -20.657 -6.149  0.41
39 C -20.728 -16.155 -8.650  -0.43
40 N -16.808 -12.110 -5.558  1.15
41 H -12.593 -17.957 -5.329  0.58
42 H -17.415 -14.444 -8.107  0.22
43 C -16.497 -16.071 0.008  -0.57
44 C -17.961 -16.782 -5.077  1.99
45 C -21.475 -18.338 -5.543  -0.36
46 C -21.605 -10.782 -4.286  -0.50
47 C -14.233 -19.621 -8.008  -0.49
48 H -17.470 -15.910 0.461  0.46
49 H -18.970 -16.140 -1.729  0.64
50 H -15.588 -10.494 -5.462  0.52
51 H -18.460 -14.956 -3.931  -1.36
52 H -22.206 -18.484 -0.119  0.37
53 H -15.355 -13.655 -9.337  0.28
54 H -22.871 -15.000 -2.353  0.30
55 C -19.119 -11.694 -6.132  -0.62
56 H -17.878 -16.436 -6.109  -0.54
57 H -23.728 -16.798 -1.160  0.40
58 H -13.546 -20.912 -1.365  0.42
59 C -15.014 -10.559 -1.001  -0.59
60 C -14.418 -20.432 -1.787  -0.67
61 H -14.530 -15.151 -8.724  0.38
62 H -21.148 -14.139 -4.666  0.91
63 H -13.077 -16.519 -1.554  0.11
64 H -17.327 -8.831 -5.957  0.44
65 H -13.004 -13.831 -2.848  0.50
66 N -19.698 -11.590 -3.108  -0.48
67 C -16.015 -11.546 -1.135  -1.03
68 H -20.063 -12.193 -6.306  0.53
69 C -20.155 -19.171 -3.803  -0.43
70 C -14.902 -15.519 -1.662  2.20
71 C -22.765 -15.518 -9.634  -0.26
72 C -16.603 -10.786 -5.700  -0.64
73 C -16.665 -19.210 -2.723  0.31
74 H -19.750 -16.622 -8.627  0.49
75 H -16.741 -14.463 -1.446  0.07
76 C -15.997 -12.327 -2.274  -0.37
77 N -22.259 -14.769 -7.442  -0.28
78 C -21.109 -15.457 -7.511  -0.45
79 H -11.036 -17.517 -3.426  0.45
80 H -13.260 -9.767 -1.852  0.44
81 H -13.385 -11.262 -3.845  0.47
82 N -20.812 -15.439 -2.044  0.15
83 C -15.437 -18.814 -3.250  1.16
84 H -11.222 -15.358 -2.257  0.33
85 H -18.831 -20.083 -6.570  0.84
86 C -16.264 -19.517 -6.679  -0.04
87 C -13.814 -12.824 -7.278  -0.24
88 H -17.402 -16.021 -3.119  -1.51
89 H -19.002 -17.104 -4.964  -0.71
90 N -16.793 -20.194 -1.844  -0.59
91 H -16.376 -15.890 -7.610  -0.60
92 H -18.267 -13.573 -5.692  0.81
93 H -17.772 -18.260 -7.656  0.41
94 H -20.268 -9.608 -3.081  0.38
95 C -20.986 -13.088 -4.465  -0.67
96 H -22.193 -17.621 -5.934  0.47
97 C -14.865 -18.844 -8.945  -0.56
98 C -21.818 -17.547 -0.499  -0.41
99 F -12.268 -14.652 -7.167  -0.21
100 C -11.742 -16.785 -3.796  0.11
101 C -12.657 -17.014 -4.808  -1.28
102 C -22.666 -16.610 -1.068  -0.73
103 C -15.266 -14.371 -8.517  -1.19
104 C -16.767 -18.664 -7.683  0.21
105 O -16.551 -14.883 -4.572  1.47
106 H -14.380 -16.219 -5.867  0.87
107 H -16.767 -13.086 -2.359  0.43
108 C -14.303 -19.460 -2.786  -0.48
109 N -16.103 -18.352 -8.795  -0.50
110 F -12.547 -13.757 -9.133  -0.29
111 C -14.088 -10.441 -2.019  -0.92
112 H -24.084 -14.392 -8.363  0.39
113 H -19.640 -9.620 -6.561  0.43
114 C -23.120 -14.876 -8.449  -0.54
115 C -13.615 -16.062 -5.117  -0.91
116 C -17.604 -9.874 -6.020  -1.08
117 H -23.455 -15.544 -10.470  0.37
118 C -12.526 -13.475 -7.803  0.38
119 H -17.282 -17.615 -4.909  -1.12
120 C -14.957 -19.936 -6.850  -0.50
121 H -15.794 -21.539 -0.601  0.36
122 H -16.854 -19.704 -5.793  0.26
123 H -14.606 -15.050 -2.595  -1.21
124 C -19.995 -16.306 -1.419  -0.28
125 F -11.474 -12.645 -7.603  -0.30
126 H -19.865 -19.166 -2.758  0.70
127 H -13.323 -19.227 -3.185  0.30
128 H -22.734 -12.208 -5.375  0.44
129 C -14.042 -16.422 -1.073  -0.23
130 H -17.563 -18.646 -2.940  0.16
131 O -13.763 -12.356 -6.011  -0.86
132 H -14.146 -12.039 -7.976  0.35
133 C -17.622 -15.644 -4.136  1.61
134 H -19.783 -18.190 -0.367  0.44